Below is a molecular structure, H8IO4 at a distorted geometry, with properties calculated with ωB97M-V with the def2-TZVPD basis set.

Computed properties:
orbital gap: 8.38 eV
DFT total energy: -16422.227 eV
total charge: -1
molar mass: 198.96 g/mol
relative energy (zero: lowest compared OMol25 entry of this formula, charge and spin): 46.9 kcal/mol

Geometry as XYZ:
```
13
Properties=species:S:1:pos:R:3:forces:R:3:nbo_charge:R:1
H -0.656000 -0.301308 -1.076000 -0.3 0.1 0.0 0.451
H 1.741000 -0.952308 -1.793000 2.5 2.3 0.0 0.476
O -3.012000 1.864692 1.055000 3.6 0.5 0.9 -0.994
O 1.505000 -1.785308 1.643000 4.7 -5.9 5.3 -0.968
O -1.104000 -0.661308 -1.855000 0.3 -1.3 -1.4 -1.004
H 2.113000 -1.619308 2.501000 -2.4 -0.1 -3.4 0.453
H 2.181000 0.342692 -1.187000 -1.7 3.2 3.3 0.468
H -2.032000 1.641692 0.690000 -2.9 0.4 1.0 0.491
H 1.161000 -1.033308 1.326000 -1.7 4.6 -1.3 0.454
H -1.958000 -0.263308 -1.920000 -0.7 0.5 0.2 0.457
I 0.284000 0.693692 0.476000 -0.1 2.2 0.9 -0.782
O 2.507000 -0.234308 -1.783000 -0.4 -5.6 -3.6 -0.957
H -2.730000 2.307692 1.923000 -0.8 -1.0 -1.8 0.455
```
Forces are in eV/Å.